1.
8 unconnected molecules or ions with the total composition H14NO10, computed with the ωB97M-V functional and the def2-TZVPD basis.

The geometry in ORCA input format:
```
! wB97M-V def2-TZVPD RIJCOSX def2/J DEFGRID3
* xyz -1 1
N 3.291 13.089 15.836
O 2.604 12.117 15.324
O 3.240 14.218 15.313
O 3.569 13.097 17.098
O 2.403 11.608 12.398
H 2.349 11.847 13.348
H 3.190 11.015 12.498
O 3.735 13.655 19.789
H 4.397 14.401 20.080
H 4.085 13.521 18.752
O 1.076 13.245 18.221
H 1.489 12.649 18.775
H 1.665 13.462 17.611
O 3.587 9.952 17.322
H 3.155 9.185 16.731
H 3.314 10.883 16.934
O 0.086 11.428 16.480
H 0.829 11.365 16.002
H 0.412 11.873 17.251
O 1.620 16.635 14.572
H 2.150 16.612 13.692
H 1.899 15.738 14.862
O 5.780 15.475 15.727
H 4.847 15.513 15.522
H 6.196 15.469 16.489
*
```

Output
LUMO ... 3.0 eV
DFT total energy ... -815.44705 Eh
Frontier orbital gap ... 10.269 eV
E_HOMO ... -7.248 eV

***

2.
A single C20H24N2O2S molecule, computed with the ωB97M-V functional and the def2-TZVPD basis.

The geometry in ORCA input format:
```
! wB97M-V def2-TZVPD RIJCOSX def2/J DEFGRID3
* xyz 0 1
C -1.348 -3.499 2.381
C -2.483 -2.705 2.097
C -2.555 -1.314 1.484
N -1.178 -0.944 1.079
C -0.810 -1.234 -0.244
S -2.052 -2.143 -1.292
C -1.710 -1.141 -2.768
C -2.919 -1.076 -3.770
O -3.977 -0.373 -3.210
C -5.199 -0.798 -3.597
N 0.295 -0.721 -0.832
C 1.162 0.037 0.015
C 0.915 0.236 1.405
C -0.342 -0.306 1.890
O -0.874 -0.064 2.952
C 1.964 0.992 2.257
C 1.364 2.478 2.473
C 2.209 0.243 3.661
C 3.330 1.092 1.573
C 3.169 1.518 0.121
C 4.158 2.272 -0.477
C 4.082 2.591 -1.838
C 2.946 2.214 -2.560
C 1.910 1.367 -1.944
C 2.138 0.940 -0.576
H -0.379 -2.957 2.233
H -1.185 -4.475 2.904
H -3.474 -3.200 2.374
H -2.946 -0.491 2.202
H -3.370 -1.220 0.747
H -1.628 -0.181 -2.358
H -0.708 -1.349 -3.247
H -2.701 -0.562 -4.715
H -3.127 -2.079 -4.003
H -5.487 -0.157 -4.469
H -5.303 -1.886 -3.894
H -5.916 -0.611 -2.737
H 0.699 2.699 1.602
H 2.076 3.298 2.595
H 0.580 2.455 3.245
H 3.060 0.660 4.109
H 2.491 -0.874 3.496
H 1.414 0.353 4.445
H 3.707 0.069 1.503
H 4.067 1.763 2.113
H 5.022 2.675 0.021
H 5.023 2.988 -2.263
H 2.789 2.342 -3.603
H 1.100 1.077 -2.582
*
```

Output
SMILES string ... C=CCn1c(SCCOC)nc2c(c1=O)C(C)(C)Cc1ccccc1-2
LUMO ... 0.1 eV
DFT total energy ... -1434.55774 Eh
Frontier orbital gap ... 8.237 eV
E_HOMO ... -8.182 eV

***

3.
A molecular structure, C24H67N6O7Sr, computed with the ωB97M-V functional and the def2-TZVPD basis.

The geometry in ORCA input format:
```
! wB97M-V def2-TZVPD RIJCOSX def2/J DEFGRID3
* xyz 2 2
Sr -0.530 0.808 2.628
O -0.636 0.502 0.268
H -0.236 0.382 -0.615
C -0.425 5.324 1.145
C -1.097 3.995 0.676
C -1.442 3.937 -0.841
O -2.435 4.941 -1.321
C -2.690 4.709 -2.675
N -0.151 2.931 1.178
H 0.599 5.425 0.784
H -0.583 5.484 2.212
H -0.952 6.147 0.663
H -2.091 3.858 1.103
H -1.753 2.902 -0.982
H -0.539 4.095 -1.431
H -3.223 3.767 -2.806
H -1.741 4.707 -3.211
H -3.348 5.492 -3.051
H 0.786 3.106 0.846
H -0.271 2.128 0.577
C 7.202 -2.188 0.174
C 5.827 -1.593 0.301
C 4.705 -1.892 -0.805
O 3.493 -1.299 -0.401
C 2.326 -1.683 -1.145
N 5.375 -2.059 1.602
H 7.024 -3.218 -0.134
H 7.715 -2.120 1.133
H 7.776 -1.751 -0.643
H 5.988 -0.521 0.409
H 4.482 -2.952 -0.928
H 5.064 -1.662 -1.809
H 2.577 -1.613 -2.204
H 1.595 -0.932 -0.846
H 1.926 -2.679 -0.954
H 5.356 -3.056 1.763
H 4.396 -1.841 1.725
C -4.376 0.727 -0.519
C -5.612 0.306 0.315
C -5.354 -0.874 1.303
O -4.653 -1.954 0.680
C -5.384 -2.783 -0.235
N -6.006 1.463 1.102
H -4.600 1.638 -1.073
H -3.968 0.039 -1.260
H -3.574 1.042 0.148
H -6.495 0.103 -0.291
H -6.250 -1.089 1.885
H -4.607 -0.591 2.046
H -5.568 -2.389 -1.234
H -6.372 -2.995 0.174
H -4.842 -3.727 -0.304
H -6.770 1.180 1.699
H -6.431 2.252 0.638
C -1.850 -1.332 -3.967
C -0.657 -1.118 -3.044
C -0.047 0.267 -3.352
O 0.408 0.355 -4.686
C 1.434 -0.595 -5.122
N -1.201 -1.348 -1.693
H -2.330 -2.265 -3.671
H -1.572 -1.097 -4.994
H -2.499 -0.494 -3.711
H 0.187 -1.796 -3.168
H 0.665 0.496 -2.559
H -0.813 1.020 -3.167
H 0.952 -1.569 -5.216
H 2.150 -0.892 -4.356
H 1.884 -0.421 -6.100
H -0.681 -0.735 -1.082
H -1.990 -0.723 -1.619
C 4.140 1.515 2.906
C 2.757 1.535 2.237
C 2.896 2.050 0.801
O 2.480 3.422 0.594
C 2.407 3.828 -0.724
N 2.136 0.246 2.377
H 4.728 0.642 2.620
H 4.141 1.347 3.983
H 4.809 2.341 2.663
H 2.120 2.259 2.745
H 2.226 1.486 0.151
H 3.832 1.896 0.265
H 1.677 3.175 -1.203
H 3.324 3.883 -1.310
H 1.871 4.773 -0.819
H 2.888 -0.391 2.155
H 1.940 0.062 3.351
C -2.007 -3.759 1.263
C -1.343 -2.766 2.282
C 0.140 -2.898 2.381
O 0.557 -4.229 2.632
C 0.641 -4.527 3.987
N -1.856 -1.402 1.976
H -1.886 -4.826 1.450
H -1.732 -3.521 0.235
H -3.079 -3.599 1.379
H -1.683 -2.982 3.295
H 0.666 -2.135 2.955
H 0.431 -2.757 1.341
H -0.267 -4.149 4.458
H 1.404 -3.949 4.507
H 0.883 -5.561 4.234
H -2.841 -1.586 1.852
H -1.646 -1.108 1.032
*
```

Output
<S²> ... 0.757
LUMO (spin up / spin down) ... -5.6 / -10.5 eV
DFT total energy ... -1839.76266 Eh
Frontier orbital gap (spin up / spin down) ... 7.901 / 2.943 eV
E_HOMO (spin up / spin down) ... -13.483 / -13.482 eV

***

4.
A molecular structure, C35H42BF4N3S2SiTa, computed with the ωB97M-V functional and the def2-TZVPD basis.

The geometry in ORCA input format:
```
! wB97M-V def2-TZVPD RIJCOSX def2/J DEFGRID3
* xyz 1 1
Ta 0.376 0.472 0.874
C 3.659 0.259 2.582
N 2.260 0.545 2.978
C 1.838 -0.518 3.922
C 0.354 -0.732 3.863
N -0.063 -1.311 2.540
C 0.748 -2.531 2.260
C -1.472 -1.698 2.743
C -1.821 -2.798 3.519
C -3.156 -3.104 3.720
C -4.143 -2.304 3.159
C -3.797 -1.208 2.391
C -2.455 -0.904 2.177
S -2.016 0.434 1.138
C 2.240 1.824 3.688
C 3.069 2.062 4.784
C 3.039 3.281 5.434
C 2.176 4.279 5.001
C 1.343 4.048 3.926
C 1.375 2.815 3.271
S 0.256 2.585 1.943
H 4.294 0.148 3.463
H 4.042 1.071 1.972
H 3.693 -0.672 2.022
H 2.121 -0.259 4.945
H 2.371 -1.435 3.677
H -0.192 0.202 4.014
H 0.048 -1.425 4.650
H 0.850 -3.140 3.158
H 1.741 -2.268 1.912
H 0.251 -3.117 1.493
H -1.062 -3.422 3.969
H -3.424 -3.963 4.317
H -5.186 -2.542 3.316
H -4.560 -0.588 1.940
H 3.745 1.295 5.138
H 3.692 3.453 6.279
H 2.152 5.235 5.504
H 0.660 4.812 3.582
C -0.333 1.710 -0.697
Si -0.790 1.004 -2.400
C -1.406 -0.722 -1.973
N -0.547 -1.487 -1.037
C -1.383 -2.596 -0.448
C -1.009 -4.003 -0.899
C -0.901 -4.068 -2.414
C 0.170 -3.076 -2.894
C 0.578 -2.083 -1.803
C 0.644 1.126 -3.588
C 0.764 0.228 -4.650
C 1.782 0.352 -5.583
C 2.696 1.389 -5.474
C 2.585 2.303 -4.436
C 1.568 2.169 -3.504
C -2.241 1.978 -3.072
C -3.503 1.421 -3.279
C -4.550 2.183 -3.778
C -4.353 3.522 -4.072
C -3.104 4.096 -3.875
C -2.061 3.328 -3.385
H -1.254 2.218 -0.398
H 0.421 2.490 -0.814
H -1.686 -1.336 -2.834
H -2.340 -0.505 -1.446
H -2.420 -2.414 -0.735
H -1.360 -2.537 0.632
H -1.783 -4.678 -0.529
H -0.071 -4.334 -0.442
H -1.874 -3.817 -2.845
H -0.671 -5.081 -2.744
H -0.169 -2.546 -3.783
H 1.079 -3.601 -3.196
H 1.143 -1.274 -2.255
H 1.236 -2.573 -1.084
H 0.048 -0.578 -4.765
H 1.859 -0.355 -6.398
H 3.492 1.489 -6.200
H 3.291 3.118 -4.353
H 1.508 2.890 -2.696
H -3.685 0.375 -3.059
H -5.520 1.729 -3.938
H -5.168 4.118 -4.460
H -2.944 5.140 -4.110
H -1.088 3.790 -3.257
F 2.354 1.362 -0.094
B 2.981 0.157 -0.552
F 1.978 -0.762 0.321
F 4.228 -0.036 -0.131
F 2.761 -0.104 -1.839
*
```

Output
LUMO ... -4.0 eV
DFT total energy ... -3090.46463 Eh
Frontier orbital gap ... 6.577 eV
E_HOMO ... -10.575 eV

***

5.
15 unconnected molecules or ions with the total composition C42H118N12O19, computed with the ωB97M-V functional and the def2-TZVPD basis.

The geometry in ORCA input format:
```
! wB97M-V def2-TZVPD RIJCOSX def2/J DEFGRID3
* xyz 0 1
C -0.205 -6.368 -3.865
O 0.125 -5.157 -3.171
C 1.289 -4.515 -3.694
C 2.716 -5.059 -3.205
N 3.011 -4.974 -1.797
C 2.915 -3.645 -1.186
C 3.136 -3.712 0.372
O 3.386 -2.360 0.850
C 2.239 -1.694 1.262
H 0.624 -7.050 -3.674
H -0.292 -6.162 -4.932
H -1.138 -6.838 -3.552
H 1.254 -3.481 -3.350
H 1.180 -4.566 -4.777
H 3.455 -4.404 -3.665
H 2.938 -6.035 -3.637
H 2.526 -5.675 -1.255
H 1.945 -3.187 -1.381
H 3.634 -2.969 -1.648
H 3.972 -4.310 0.735
H 2.225 -4.224 0.681
H 1.564 -1.377 0.468
H 2.563 -0.759 1.721
H 1.762 -2.378 1.963
C 9.955 1.100 0.279
O 8.957 1.640 1.127
C 9.000 3.089 1.131
C 8.393 3.691 2.407
N 6.985 3.350 2.301
C 6.158 3.725 3.508
C 4.656 3.585 3.294
O 4.277 2.249 2.970
C 4.249 1.400 4.107
H 10.977 1.406 0.503
H 9.665 1.218 -0.765
H 9.959 0.022 0.435
H 8.424 3.453 0.280
H 10.024 3.431 0.986
H 8.457 4.779 2.363
H 8.791 3.327 3.354
H 6.808 2.364 2.175
H 6.299 4.802 3.598
H 6.437 3.288 4.467
H 4.458 4.224 2.434
H 4.034 3.928 4.121
H 4.371 0.374 3.760
H 3.319 1.603 4.636
H 4.932 1.748 4.883
C -3.548 -1.051 -2.382
O -2.547 -1.181 -1.397
C -2.197 0.025 -0.652
C -1.698 -0.218 0.790
N -1.585 1.001 1.603
C -0.740 2.103 1.062
C 0.690 1.691 0.710
O 1.359 2.813 0.166
C 2.677 2.409 -0.159
H -3.937 -2.029 -2.663
H -3.087 -0.481 -3.188
H -4.394 -0.469 -2.018
H -3.107 0.605 -0.505
H -1.590 0.640 -1.316
H -0.703 -0.653 0.883
H -2.410 -0.808 1.367
H -2.462 1.405 1.900
H -0.737 2.959 1.736
H -1.204 2.499 0.158
H 0.724 0.900 -0.038
H 1.243 1.360 1.589
H 3.147 3.223 -0.710
H 2.752 1.543 -0.816
H 3.215 2.276 0.780
C -1.265 -8.574 -1.102
O -2.134 -7.487 -1.153
C -3.490 -7.828 -1.162
C -4.334 -6.585 -1.438
N -4.212 -5.544 -0.366
C -4.970 -4.307 -0.586
C -4.794 -3.261 0.485
O -5.626 -2.275 0.064
C -5.634 -1.205 0.986
H -0.227 -8.248 -1.168
H -1.428 -9.291 -1.907
H -1.429 -9.166 -0.202
H -3.814 -8.337 -0.254
H -3.662 -8.465 -2.030
H -5.367 -6.900 -1.581
H -3.983 -6.111 -2.355
H -3.218 -5.369 -0.336
H -6.029 -4.554 -0.661
H -4.601 -3.923 -1.537
H -3.731 -3.021 0.454
H -5.121 -3.567 1.479
H -4.645 -0.757 0.897
H -5.846 -1.453 2.027
H -6.219 -0.298 0.836
C 4.910 0.673 -2.593
O 4.575 1.441 -3.455
N 5.852 0.904 -1.783
N 4.302 -0.450 -2.410
H 6.124 0.106 -1.227
H 6.425 1.731 -1.870
H 4.636 -1.054 -1.672
H 3.544 -0.782 -2.989
C -0.917 -0.716 5.112
O -0.546 0.362 5.405
N -1.198 -1.578 6.060
N -1.175 -1.128 3.924
H -1.465 -2.532 5.864
H -1.299 -1.140 6.964
H -1.227 -0.456 3.172
H -1.613 -2.035 3.836
C 1.573 6.036 1.191
O 1.583 7.239 1.440
N 0.686 5.332 0.611
N 2.664 5.358 1.393
H 0.909 4.377 0.370
H -0.214 5.759 0.443
H 3.478 5.887 1.675
H 2.706 4.365 1.213
C -0.721 -4.032 -0.143
O -0.864 -3.526 0.957
N -0.190 -5.212 -0.342
N -1.327 -3.693 -1.271
H 0.228 -5.764 0.393
H -0.221 -5.539 -1.297
H -0.984 -4.065 -2.145
H -1.786 -2.794 -1.246
C -5.726 1.972 -1.020
C -5.801 2.581 0.357
O -4.714 2.112 1.156
H -6.002 0.928 -1.169
H -4.761 2.171 -1.486
H -6.405 2.478 -1.706
H -6.719 2.372 0.906
H -5.745 3.664 0.248
H -4.597 2.810 1.805
C -5.840 -2.986 -4.658
C -6.413 -1.916 -3.772
O -7.747 -1.679 -4.165
H -6.622 -3.675 -4.976
H -5.067 -3.608 -4.207
H -5.456 -2.540 -5.576
H -5.830 -0.996 -3.793
H -6.462 -2.278 -2.745
H -7.806 -0.754 -4.413
C 0.930 4.101 4.486
C 0.941 3.570 5.954
O -0.286 2.948 6.214
H 0.119 4.794 4.260
H 0.735 3.326 3.744
H 1.839 4.634 4.209
H 1.131 4.385 6.653
H 1.737 2.868 6.203
H -0.330 2.226 5.583
C 1.106 4.440 -4.234
C 2.276 3.687 -3.680
O 2.943 3.051 -4.686
H 0.529 4.959 -3.469
H 0.380 3.797 -4.731
H 1.442 5.195 -4.944
H 1.886 2.899 -3.036
H 2.952 4.323 -3.108
H 3.554 2.444 -4.263
C -0.237 0.351 -4.117
C 0.917 -0.130 -3.275
O 1.836 -0.912 -4.058
H -0.934 0.745 -3.378
H -0.722 -0.461 -4.658
H 0.012 1.116 -4.853
H 0.508 -0.765 -2.489
H 1.362 0.739 -2.790
H 2.223 -0.370 -4.750
C -3.274 4.678 -0.439
C -2.761 5.960 -1.023
O -1.754 6.603 -0.271
H -3.938 4.191 -1.154
H -3.704 4.631 0.561
H -2.488 3.924 -0.412
H -3.597 6.649 -1.143
H -2.290 5.781 -1.990
H -1.767 7.487 -0.645
C -4.029 1.405 4.329
C -3.481 2.840 4.466
O -4.287 3.694 3.644
H -3.820 0.888 3.392
H -5.090 1.343 4.571
H -3.586 0.759 5.088
H -2.395 2.839 4.375
H -3.645 3.188 5.486
H -4.170 4.524 4.112
*
```

Output
LUMO ... 0.4 eV
DFT total energy ... -3757.45500 Eh
Frontier orbital gap ... 8.940 eV
E_HOMO ... -8.582 eV

***

Question: What is the formula in the first record?
Answer: H14NO10